Density functional theory data (ωB97M-V with the def2-TZVPD basis set) for C37H41EuN8O2S as an isolated structure at a distorted geometry.

Values from the calculation:
Lowest unoccupied orbital energy (alpha / beta) = -6.5578 / -6.5422 eV
HOMO level (alpha / beta) = -13.30 / -13.30 eV
Multiplicity = 7
Max |F| = 4.28 eV/A
HOMO-LUMO gap (alpha / beta) = 6.74 / 6.76 eV
Charge = +2

Geometry as XYZ:
```
90
Properties=species:S:1:pos:R:3:mulliken_charge:R:1
Eu -0.9103 0.0909 0.7750 1.114
N -0.5622 -4.4167 2.4315 0.080
C -1.0326 -3.1925 2.1955 -0.617
N -0.2914 -2.1382 2.0377 -0.227
C 1.0893 -2.2572 2.2174 -0.083
N 1.8502 -1.2134 2.2567 -1.110
N 1.2354 -0.0166 2.0168 0.740
C 1.7503 1.0086 2.5782 -0.796
C 1.0847 2.3033 2.4588 0.944
C 1.6769 3.4534 2.9570 -0.917
C 0.9559 4.6391 2.9503 -0.563
C -0.3478 4.6194 2.4880 -1.023
C -0.8607 3.4290 1.9907 -0.298
N -0.1565 2.3031 1.9288 0.277
C 1.6783 -3.5725 2.4107 1.231
C 3.0529 -3.7877 2.5374 -0.417
C 3.5391 -5.0676 2.6946 -0.968
C 2.6657 -6.1553 2.7319 -0.513
C 1.3018 -5.9599 2.6440 -0.847
C 0.8113 -4.6677 2.4970 0.197
H -1.1940 -5.1825 2.6078 0.298
H -2.1097 -3.0775 2.1394 0.572
H 2.6306 0.9160 3.2103 0.397
H 2.6776 3.4107 3.3666 0.504
H 1.3958 5.5498 3.3334 0.481
H -0.9608 5.5094 2.5117 0.531
H -1.8836 3.3726 1.6405 0.736
H 3.7104 -2.9306 2.5126 0.533
H 4.6033 -5.2358 2.7885 0.449
H 3.0547 -7.1584 2.8391 0.441
H 0.6154 -6.7965 2.6972 0.423
C 2.9199 2.0160 -0.4663 -1.709
C 3.1661 0.5348 -0.5322 1.340
C 4.4247 0.0429 -0.2420 -0.752
C 4.6936 -1.3174 -0.3072 -1.223
C 3.6851 -2.2079 -0.6527 -0.679
C 2.4018 -1.7688 -0.9154 0.366
C 1.3510 -2.7626 -1.3108 -1.140
C 2.1322 -0.3775 -0.8660 -0.293
N 0.8542 0.1368 -1.1044 1.544
C 0.6222 0.8318 -2.2176 0.551
C 1.5869 0.9189 -3.3657 -2.181
C -0.5714 1.6094 -2.2855 0.385
C -0.8002 2.4498 -3.5080 -2.302
N -1.3834 1.5916 -1.2287 1.442
C -2.3930 2.5456 -1.0493 -0.322
C -2.0612 3.9187 -0.9088 1.224
C -0.6606 4.4471 -1.0631 -1.616
C -3.0644 4.8070 -0.5515 -0.728
C -4.3731 4.3820 -0.3746 -1.048
C -4.7025 3.0470 -0.5793 -0.998
C -3.7360 2.1169 -0.9101 0.857
C -4.1234 0.6901 -1.1655 -0.895
H 3.1659 2.4831 -1.4229 0.370
H 3.5626 2.4715 0.2867 0.547
H 1.8827 2.2502 -0.2274 -0.101
H 5.2114 0.7355 0.0311 0.528
H 5.6886 -1.6869 -0.0956 0.441
H 3.8966 -3.2678 -0.7147 0.557
H 1.6497 -3.7658 -1.0029 0.566
H 1.2231 -2.7684 -2.3965 0.459
H 0.3952 -2.5158 -0.8627 -0.237
H 2.4571 0.2889 -3.1924 0.438
H 1.9250 1.9473 -3.5110 0.399
H 1.1162 0.6050 -4.2992 0.539
H -0.7259 1.8491 -4.4154 0.605
H -0.0511 3.2397 -3.5869 0.383
H -1.7836 2.9144 -3.4779 0.416
H 0.0957 3.6834 -0.8837 -0.040
H -0.4912 5.2690 -0.3693 0.588
H -0.5135 4.8501 -2.0666 0.415
H -2.8138 5.8506 -0.4031 0.545
H -5.1393 5.0874 -0.0822 0.444
H -5.7338 2.7313 -0.4858 0.497
H -5.2020 0.6120 -1.2892 0.509
H -3.8449 0.0582 -0.3204 0.108
H -3.6415 0.3111 -2.0677 0.126
O -4.8520 0.4028 3.1116 -0.543
C -3.8352 0.3211 2.5332 0.599
N -2.8048 0.2215 1.9213 -0.647
C -2.4026 -4.1011 -1.4207 -0.920
S -2.7754 -2.3367 -1.5579 0.379
C -2.0623 -2.0918 -3.2037 -0.651
O -1.8030 -1.6522 -0.6184 -0.562
H -2.8424 -4.6075 -2.2795 0.475
H -2.8638 -4.4804 -0.5108 0.353
H -1.3240 -4.2434 -1.3980 0.214
H -2.7814 -2.4409 -3.9445 0.552
H -1.1242 -2.6338 -3.2947 0.313
H -1.8966 -1.0217 -3.3228 -0.056
```